Entry 1:
ORCA calculation (ωB97M-V/def2-TZVPD) on C17H37N2O6PRuSe2 as an isolated structure in a non-equilibrium geometry.

Each line ends with the Mulliken charge.
Geometry (Å):
Ru: -1.545876 -0.241120 -0.570176  -0.753
C: -3.097334 1.424161 -4.124761  -0.801
Se: -3.646818 0.939311 -2.302643  -0.156
C: -0.582635 2.460834 -1.640211  -0.616
C: 0.140997 1.897484 -2.595083  -0.457
Se: -0.923710 -1.570341 -3.403651  0.034
C: 0.989564 -1.531308 -3.807780  -0.325
H: -2.685521 2.429273 -4.105726  0.242
H: -3.978557 1.396615 -4.759732  0.314
H: -2.350792 0.715503 -4.481200  0.117
H: -0.310341 2.378750 -0.596054  0.267
H: -1.437403 3.087486 -1.859883  0.343
H: 1.011424 1.301489 -2.366709  0.127
H: -0.093904 2.022906 -3.644419  0.257
H: 1.523945 -1.355399 -2.873137  -0.167
H: 1.188818 -0.735574 -4.521918  0.309
H: 1.280420 -2.489039 -4.236121  0.329
C: -5.618941 -0.747509 0.746679  -1.534
C: -4.186581 -0.339505 0.602370  0.419
N: -3.309274 -1.155789 -0.086371  0.094
O: -3.932342 -2.053446 -0.973441  -0.434
C: -3.634161 0.789204 1.186325  0.248
C: -4.337137 1.710050 2.143763  -1.880
N: -2.361214 1.040498 0.852813  1.228
O: -1.606032 1.922580 1.388288  -0.766
H: -6.062308 -0.929817 -0.232794  0.278
H: -6.181493 0.031458 1.248813  0.432
H: -5.688431 -1.672272 1.322134  0.307
H: -4.278045 -1.516962 -1.718049  0.306
H: -4.860308 1.149464 2.914259  0.407
H: -5.048552 2.351110 1.621779  0.318
H: -3.575432 2.332629 2.611309  0.391
C: -0.922558 -2.057539 -1.564935  -1.053
H: -1.625596 -2.883829 -1.410438  0.562
H: 0.095794 -2.335631 -1.279871  0.444
C: 4.665622 2.027713 1.091892  -1.782
C: 4.214497 0.771742 0.333901  1.698
C: 4.818677 -0.487296 0.955167  -1.342
C: 4.613456 0.883647 -1.140914  -1.650
O: 2.803241 0.755669 0.441774  -0.419
P: 1.900043 -0.520607 0.002831  -0.383
O: 2.508358 -1.310919 -1.091785  -1.075
O: 0.550170 0.111142 -0.211448  1.574
O: 1.863523 -1.479554 1.309781  -0.375
C: 1.085351 -1.262525 2.480725  1.798
C: 0.969462 0.215430 2.842070  -1.179
C: 1.825399 -2.026252 3.589794  -1.909
C: -0.309622 -1.864089 2.273396  -0.976
H: 5.742579 2.156225 1.009049  0.406
H: 4.397846 1.957273 2.144007  0.376
H: 4.167671 2.897749 0.671112  0.373
H: 5.900069 -0.498054 0.834588  0.524
H: 4.389088 -1.351908 0.459549  0.317
H: 4.574876 -0.540403 2.014631  0.191
H: 5.693842 0.973508 -1.245812  0.490
H: 4.128751 1.755627 -1.578097  0.325
H: 4.268681 -0.005974 -1.659471  0.305
H: 1.954946 0.671835 2.896556  0.096
H: 0.471977 0.317629 3.804889  0.526
H: 0.388612 0.746746 2.089894  0.129
H: 2.805465 -1.583456 3.750674  0.389
H: 1.963922 -3.062881 3.291464  0.390
H: 1.261531 -1.994064 4.518610  0.382
H: -0.812472 -1.366795 1.424753  0.160
H: -0.919969 -1.724285 3.164864  0.448
H: -0.235260 -2.928598 2.048126  0.368

Atomic forces in eV per Å
-1.1 0.1 -2.6
0.2 -0.2 0.4
0.7 -0.7 0.9
0.2 0.5 0.1
0.1 0.1 -0.2
-0.1 0.4 -0.4
-0.1 -0.1 0.2
0.1 0.0 -0.1
-0.1 0.0 0.0
0.0 0.1 0.0
0.0 -0.1 0.0
-0.1 -0.1 -0.1
0.0 -0.1 0.1
-0.1 0.0 -0.1
0.0 0.0 -0.1
-0.1 0.1 0.0
0.0 0.0 0.0
0.1 0.2 -0.1
1.3 -2.4 -1.5
-1.2 2.0 0.2
-0.1 -0.3 0.6
0.3 1.4 1.0
0.2 -0.2 -0.1
2.0 -0.3 0.0
-1.8 -0.7 -0.3
0.0 0.0 0.1
-0.1 0.1 0.1
0.0 0.0 0.0
0.4 0.3 0.1
-0.1 0.0 0.1
0.0 0.1 0.0
-0.1 0.0 0.0
-0.2 -0.1 1.2
0.2 0.3 0.0
-0.1 0.0 0.0
-0.2 -0.3 -0.2
1.0 0.2 0.0
-0.2 0.2 0.0
-0.2 -0.1 0.2
-0.7 -0.4 -0.1
-0.1 -0.1 0.1
0.2 0.0 0.3
-0.6 -0.1 0.3
0.3 0.3 -0.8
-0.4 -0.1 0.8
0.0 -0.1 -0.2
-0.2 0.2 -0.4
0.2 0.2 -0.3
0.1 0.0 0.0
0.0 0.0 0.1
0.0 0.1 0.0
0.1 0.0 0.0
0.1 -0.2 0.0
0.0 0.0 0.1
0.1 0.1 0.0
0.0 0.1 -0.1
0.0 0.0 -0.1
0.1 0.0 0.1
-0.1 0.0 0.1
0.0 0.1 0.1
0.1 0.1 0.0
0.0 -0.1 0.0
-0.1 0.0 0.1
0.1 -0.3 0.5
-0.1 0.0 0.1
0.0 0.0 0.0

Output
* DFT total energy: -6470.0249 Ha
* multiplicity: 2
* LUMO (spin up / spin down): 0.078 / 0.076 Ha
* net charge: -1
* max |F|: 0.0605 Eh/bohr
* molar mass: 655.46 g mol⁻¹
* gap between HOMO and LUMO (spin up / spin down): 6.246 / 6.402 eV



Entry 2:
ORCA calculation (ωB97M-V/def2-TZVPD) on a 2-piece molecular cluster, C5H7F3O overall in a non-equilibrium geometry.

Each line ends with the Mulliken charge.
Geometry (Å):
C: 0.090238 -0.327567 1.537226  0.032
C: -1.074128 -0.478024 2.108654  0.428
C: -0.428332 1.245564 -0.836552  -1.258
C: 1.601464 -0.332581 -1.018344  -1.437
C: 0.151610 -0.130561 -0.719756  0.939
O: -0.614259 -1.161779 -1.097530  -0.487
F: 1.271461 -0.296097 2.164555  -0.273
F: -1.407626 -0.619057 3.402974  -0.259
F: -2.196687 -0.494235 1.359059  -0.223
H: 0.195998 1.977684 -0.338431  0.325
H: -1.428614 1.289591 -0.416067  0.335
H: -0.489287 1.512460 -1.894481  0.403
H: 1.707195 -0.557611 -2.082945  0.426
H: 1.994366 -1.183099 -0.465590  0.346
H: 2.179107 0.554723 -0.777016  0.322
H: -1.552506 -0.999412 -0.925755  0.381

Atomic forces in eV per Å
0.6 0.5 -3.4
-0.5 0.0 0.7
0.0 -0.1 -0.3
-0.1 -0.2 0.0
-0.3 -0.1 3.4
0.0 -0.2 -0.5
-0.1 -0.1 0.5
0.2 0.0 -0.5
0.1 0.0 0.1
0.1 0.0 0.1
-0.1 0.0 0.1
0.0 0.0 -0.1
0.0 0.1 0.0
0.0 0.0 0.0
0.0 0.0 0.1
0.2 0.1 0.1

Output
* energy relative to the best compared isomer or geometry (same formula, charge and spin): 320.3 kJ/mol
* DFT total energy: -569.4384 Ha
* LUMO: 0.026 Ha
* net charge: 0
* max |F|: 0.0677 Eh/bohr
* molar mass: 140.10 g mol⁻¹
* gap between HOMO and LUMO: 9.747 eV



- What is the molar mass in the first record?
  655.46 g mol⁻¹



- Which value of molar mass does entry 2 give?
  140.10 g mol⁻¹



- Which of these has the highest net charge?
  C5H7F3O



- The highest molar mass belongs to which entry?
  C17H37N2O6PRuSe2